# 1
Computed, not measured: a structure of composition C8H26N4O5Rh in a non-equilibrium geometry, with ωB97M-V/def2-TZVPD.

The geometry in XYZ format:
```
44
Properties=species:S:1:pos:R:3:lowdin_spin:R:1
O -3.76215 -0.82691 -1.08954 0.00
H -4.67374 -1.16114 -1.21714 0.00
Rh 0.45585 -0.01158 0.15501 2.32
N 1.52726 1.44177 -0.50392 0.37
N -0.88844 1.30192 -0.32602 0.37
O 2.92301 1.54154 -0.60279 0.09
O -2.24992 1.21858 -0.02948 0.07
C 0.94375 2.59428 -0.81386 0.18
C -0.45867 2.54116 -0.62293 0.21
C 1.83112 3.70726 -1.19223 0.02
C -1.38074 3.69598 -0.70085 0.03
H 2.73355 3.34444 -1.69433 0.00
H 2.14942 4.27528 -0.30450 0.01
H 1.29016 4.38612 -1.85742 0.00
H -2.28188 3.53831 -0.10457 0.00
H -1.68665 3.88213 -1.73639 0.01
H -0.89971 4.60985 -0.33612 0.00
H 3.32159 0.68214 -0.35587 0.00
H -2.67553 0.46649 -0.54576 0.00
O 0.59902 1.03982 2.73706 0.05
H 1.22552 1.79488 2.83795 0.00
H -0.27011 1.48168 2.81775 0.00
C -2.87341 -1.51732 -1.98127 0.00
H -2.38023 -2.35038 -1.46458 0.00
H -2.12227 -0.80901 -2.34335 0.00
H -3.37473 -1.94607 -2.85374 0.00
O 0.99396 -1.28327 -2.21790 0.05
H 1.12187 -0.65616 -2.96377 0.00
H 1.70636 -1.94612 -2.34924 0.00
N -0.82615 -1.54767 0.87765 0.08
C -0.49338 -2.22062 2.19899 0.01
C 0.69278 -3.17506 2.11424 0.00
C 1.67199 -2.88766 0.99266 0.01
N 1.95223 -1.39278 0.82460 0.07
H -0.88435 -2.23968 0.12478 0.01
H -1.75106 -1.11406 0.91834 0.00
H -0.30916 -1.42420 2.92608 0.00
H -1.40523 -2.74183 2.51423 0.00
H 1.22586 -3.17277 3.06983 0.00
H 0.32265 -4.20238 2.01675 0.00
H 2.64752 -3.36799 1.14630 0.00
H 1.29735 -3.26080 0.03594 0.00
H 2.74221 -1.28776 0.18739 0.00
H 2.27250 -1.00043 1.71204 0.01
```

The energy comes out at -27911.9854 eV. For the highest occupied orbital energy (spin up / spin down), the calculation gives -8.2 / -11.5 eV. Its spin multiplicity is 5. The total charge is +1. The lowest unoccupied orbital energy (spin up / spin down) comes out at -2.63 / -3.71 eV.

# 2
Computed, not measured: a cluster of 8 separate species, C8H26O7 in total in a non-equilibrium geometry, with ωB97M-V/def2-TZVPD.

The geometry in XYZ format:
```
41
Properties=species:S:1:pos:R:3:lowdin_charge:R:1
C -1.75438 -3.00576 0.81430 0.00
C -1.73519 -1.75642 1.27929 -0.18
C -0.74249 -0.78379 0.76747 -0.11
C -0.96398 0.52957 0.82518 -0.06
C -0.03923 1.60605 0.37988 -0.32
C -0.48100 2.71221 -0.20384 0.03
C 1.39121 1.45317 0.85637 -0.20
C 1.54718 2.22373 2.18529 -0.09
H -2.33344 -3.79125 1.28192 0.07
H -1.10947 -3.27323 -0.01378 0.07
H -2.40869 -1.36334 2.03273 0.11
H 0.18688 -1.24568 0.46143 0.08
H -1.96499 0.89046 1.06492 0.12
H -1.50610 2.83228 -0.54294 0.07
H 0.12817 3.54523 -0.53465 0.08
H 2.11685 1.82088 0.12458 0.12
H 1.69628 0.42985 1.04067 0.08
H 2.49899 1.96787 2.65296 0.07
H 0.75920 1.83928 2.84922 0.08
H 1.38912 3.29756 2.15945 0.06
O 2.09571 -2.41617 -1.34866 -0.07
H 1.35513 -1.82856 -1.60920 0.00
H 1.76103 -2.79336 -0.53257 0.01
O 1.94804 -2.25090 1.83641 -0.04
H 1.50353 -2.75126 2.52811 0.05
H 2.18116 -1.38484 2.16991 0.03
O -2.57785 -1.82293 -1.74630 -0.06
H -2.82836 -0.91405 -1.96444 0.04
H -2.75096 -1.86445 -0.79304 0.01
O -1.73397 4.08604 2.19364 -0.05
H -0.81265 4.34736 2.26055 0.02
H -1.68718 3.18349 2.53109 0.03
O 3.58498 -0.32790 -2.41920 -0.07
H 3.65528 -1.27830 -2.25728 0.02
H 2.64052 -0.16558 -2.35633 0.00
O -1.80948 0.94799 -3.20170 -0.05
H -0.99351 0.42492 -3.28002 0.01
H -1.57955 1.53351 -2.47361 0.01
O 0.03777 -1.26195 -2.92002 -0.06
H -0.89957 -1.33077 -2.66745 0.01
H 0.23500 -2.06096 -3.43035 0.08
```

The energy comes out at -23048.8482 eV. For the highest occupied orbital energy, the calculation gives -9.0 eV. The SMILES is C=C/C=C/C(=C)CC.O.O.O.O.O.O.O. The lowest unoccupied orbital energy comes out at 0.05 eV.